The following is a DFT calculation (wB97M-V/def2-TZVPD) of an isolated molecule of C4H5NS.

```
! wB97M-V def2-TZVPD RIJCOSX def2/J DEFGRID3
* xyz 0 1
C -0.340 -0.212 -2.309
C -0.908 0.055 -1.131
C -0.037 0.471 0.050
S -0.934 0.071 1.584
C 1.336 -0.136 -0.035
N 2.417 -0.534 -0.094
H -0.971 -0.676 -3.054
H 0.752 -0.069 -2.553
H -1.952 -0.139 -1.005
H 0.089 1.555 0.099
H -0.190 0.861 2.384
*
```

Values from the calculation:
ΔE to the lowest compared entry with this formula, charge and spin   27.67 kcal/mol
HOMO level   -9.92 eV
LUMO energy   0.58 eV
Kohn-Sham gap   10.501 eV
Largest force on an atom   2.1 eV/Å
Calculated total energy   -608.30657 Ha